Version A
ORCA calculation (ωB97M-V with the def2-TZVPD basis set) on a cluster of 11 separate species, H20NO13 in total.

Each line ends with the Löwdin charge.
CARTESIAN COORDINATES (ANGSTROEM)
1 N 8.26700 -23.54700 6.09500  -0.430
2 O 7.29800 -23.24200 6.79400  -0.055
3 O 9.37200 -23.22800 6.60000  -0.022
4 O 8.11500 -23.36300 4.83000  -0.061
5 O 9.52600 -20.76200 4.84400  -0.002
6 H 9.16700 -21.60000 5.10000  0.005
7 H 9.00700 -20.21900 5.39300  0.052
8 O 8.44900 -21.79000 2.49500  -0.080
9 H 8.91000 -21.30200 3.21800  0.024
10 H 9.06100 -22.40500 2.08700  0.052
11 O 7.07300 -24.08400 2.41700  -0.078
12 H 7.58900 -23.69700 1.70800  0.006
13 H 7.42200 -23.64000 3.20200  -0.030
14 O 6.52100 -20.45900 3.85300  -0.030
15 H 6.29300 -20.69500 4.75400  -0.021
16 H 7.11800 -21.11500 3.62000  -0.068
17 O 12.09100 -21.66400 5.52200  -0.063
18 H 12.47500 -21.30200 4.70100  0.064
19 H 11.22600 -21.25200 5.48600  -0.015
20 O 5.91400 -21.03600 6.50900  -0.033
21 H 6.28200 -21.87100 6.73800  -0.029
22 H 6.62100 -20.38700 6.49800  0.032
23 O 11.08800 -21.32100 8.55900  -0.045
24 H 11.22900 -20.45800 8.14500  0.051
25 H 10.93900 -21.94600 7.85500  0.005
26 O 8.19200 -21.05400 8.45900  -0.021
27 H 8.24400 -21.87200 8.03000  -0.042
28 H 9.08700 -20.84500 8.67700  -0.013
29 O 11.01000 -23.83300 4.04100  -0.023
30 H 11.71000 -23.36100 4.40300  -0.039
31 H 10.25000 -23.51600 4.48400  -0.045
32 O 4.65600 -24.02500 6.18400  -0.052
33 H 5.58400 -24.06700 6.46200  -0.003
34 H 4.71300 -24.21700 5.26700  0.011

Output
Total charge ... -1
HOMO energy ... -7.3 eV
LUMO level ... 2.24 eV
Frontier orbital gap ... 9.59 eV

Version B
ORCA calculation (ωB97M-V with the def2-TZVPD basis set) on a cluster of 11 separate species, H20NO13 in total.

Each line ends with the Löwdin charge.
CARTESIAN COORDINATES (ANGSTROEM)
1 N -0.10710 -0.23269 0.18956  -0.550
2 O -0.97121 0.57872 0.47112  0.017
3 O -0.43534 -1.38358 -0.29112  -0.074
4 O 1.04815 0.03083 0.36334  0.002
5 O -3.11693 -1.29145 1.36070  -0.087
6 H -3.81989 -1.55714 0.68223  0.081
7 H -2.21816 -1.30460 1.09716  -0.043
8 O 2.29677 0.06930 -2.93000  -0.140
9 H 1.95949 -0.73546 -2.32513  0.051
10 H 1.53157 0.67250 -3.01451  0.023
11 O -0.95509 -4.24897 0.67944  -0.094
12 H -0.48341 -4.02375 1.51830  0.048
13 H -0.42870 -3.52380 0.25385  0.009
14 O -2.29267 0.16203 -2.41212  -0.024
15 H -2.12805 0.21674 -1.47539  -0.016
16 H -1.93112 -0.63740 -2.68186  -0.004
17 O 0.15062 1.18713 3.02116  0.002
18 H -0.65495 1.03995 3.45244  0.018
19 H 0.39210 1.03158 2.16760  -0.063
20 O 3.68205 -1.22568 1.13235  -0.108
21 H 3.77440 -1.70829 1.91714  -0.025
22 H 2.73789 -0.71833 1.02411  0.090
23 O 1.59768 -2.49194 -1.71784  -0.136
24 H 2.23374 -3.09812 -1.20480  0.084
25 H 1.06376 -2.17954 -0.89502  0.022
26 O -2.68827 3.01470 -0.41903  -0.066
27 H -3.21140 2.19786 -0.30815  0.062
28 H -2.16297 2.79160 -1.22460  0.076
29 O 2.35061 2.44315 -0.86784  -0.031
30 H 2.57369 2.74600 -0.01141  0.010
31 H 2.30045 1.58933 -0.48574  -0.028
32 O -0.46205 3.76129 0.77496  -0.069
33 H -1.20850 3.22076 0.46122  -0.029
34 H -0.41716 3.60727 1.69788  -0.007

Output
Total charge ... -1
HOMO energy ... -7.4 eV
LUMO level ... 2.73 eV
Frontier orbital gap ... 10.10 eV

Taking the most stable structure as the zero point, the relative energies in eV are version A 0.000; version B 0.728.

Version A
ORCA calculation (ωB97M-V with the def2-TZVPD basis set) on a cluster of 2 separate species, C3H3ClS in total.

Each line ends with the Löwdin charge.
CARTESIAN COORDINATES (ANGSTROEM)
1 C -1.89848 -0.27554 -1.26330  -0.140
2 C -0.81273 0.05190 -0.84309  -0.084
3 C 1.42913 0.00148 0.57183  -0.361
4 S 2.61095 0.32205 -0.64877  0.471
5 Cl 2.16219 2.29315 -1.19649  0.131
6 H -2.80592 0.04365 -1.74661  -0.011
7 H 1.10949 -0.91884 0.70024  -0.059
8 H 1.16537 0.89770 1.20492  0.053

Output
Total charge ... 0
HOMO energy (spin up / spin down) ... -9.0 / -9.6 eV
LUMO level (spin up / spin down) ... -2.18 / -1.87 eV
Frontier orbital gap (spin up / spin down) ... 6.79 / 7.74 eV

Version B
ORCA calculation (ωB97M-V with the def2-TZVPD basis set) on a cluster of 2 separate species, C3H3ClS in total.

Each line ends with the Löwdin charge.
CARTESIAN COORDINATES (ANGSTROEM)
1 C 0.59688 0.89439 -1.44126  0.147
2 C -0.30780 0.43003 -0.74864  -0.259
3 C -1.19757 -0.26195 0.09239  -0.007
4 S 0.69052 -0.14250 2.33951  0.033
5 Cl 2.02030 -0.89110 0.94086  -0.062
6 H 1.42151 1.17930 -1.99839  0.028
7 H -1.18121 -1.36598 0.23046  0.076
8 H -2.04263 0.15781 0.58506  0.044

Output
Total charge ... 0
HOMO energy (spin up / spin down) ... -8.6 / -8.6 eV
LUMO level (spin up / spin down) ... -2.40 / -2.40 eV
Frontier orbital gap (spin up / spin down) ... 6.18 / 6.19 eV

Taking the most stable structure as the zero point, the relative energies in eV are version A 2.084; version B 0.000.

Version A
ORCA calculation (ωB97M-V with the def2-TZVPD basis set) on the ion C5H12NOS with charge +1.

Each line ends with the Löwdin charge.
CARTESIAN COORDINATES (ANGSTROEM)
1 O 0.01112 -1.02711 1.71866  -0.016
2 C 0.55741 -1.45884 0.56221  -0.643
3 S -0.26984 -3.06127 0.10651  0.880
4 N 0.29640 -0.61734 -0.66966  -0.161
5 C 0.96067 0.68067 -0.78203  -0.154
6 C 0.31417 1.62313 0.20023  -0.141
7 C -1.11401 1.06346 0.23720  -0.140
8 C -1.15375 -0.22986 -0.66232  -0.112
9 H -0.93800 -1.05758 1.66456  0.083
10 H 1.65981 -1.43185 0.76129  0.165
11 H 0.76096 -3.62091 0.69442  -0.112
12 H 0.59465 -1.24556 -1.56709  0.240
13 H 0.95555 1.04244 -1.78070  0.131
14 H 2.03211 0.50043 -0.46411  0.159
15 H 0.40927 2.64112 -0.18684  0.130
16 H 0.80771 1.43120 1.20940  0.144
17 H -1.36648 0.82888 1.23260  0.085
18 H -1.72622 1.89631 -0.32765  0.165
19 H -1.83791 -1.05839 -0.32308  0.118
20 H -1.32372 0.12240 -1.77766  0.179

Output
Total charge ... +1
SMILES ... O[C@@H](S)[NH+]1CCCC1
HOMO energy ... -14.0 eV
LUMO level ... -3.47 eV
Frontier orbital gap ... 10.58 eV

Version B
ORCA calculation (ωB97M-V with the def2-TZVPD basis set) on a cluster of 2 separate species, C5H12NOS in total.

Each line ends with the Löwdin charge.
CARTESIAN COORDINATES (ANGSTROEM)
1 C 0.46771 -0.85402 -1.41721  -0.125
2 C -3.58984 -0.23945 0.74730  -0.096
3 C -1.20216 -0.44696 1.43224  -0.082
4 C 3.72417 1.64021 -0.72228  -0.066
5 C -2.38434 -0.99111 1.17377  -0.221
6 N 1.46419 -0.06281 -0.80932  -0.283
7 O 3.07968 1.22413 0.47362  -0.420
8 S 1.84127 0.27361 0.59789  1.236
9 H -0.43087 -0.24628 -1.56393  0.117
10 H 0.82699 -1.15576 -2.40426  0.104
11 H -4.38852 -0.38940 1.47291  0.086
12 H -3.39115 0.82562 0.65832  0.077
13 H -3.95584 -0.62046 -0.20572  0.082
14 H 0.18161 -1.72584 -0.82611  0.094
15 H -0.36597 -1.03571 1.77674  0.032
16 H -1.04781 0.62099 1.37624  0.051
17 H 3.03398 1.59215 -1.56491  0.084
18 H 4.58059 0.99072 -0.91033  0.112
19 H 4.06717 2.66095 -0.56059  0.113
20 H -2.51084 -2.06060 1.27561  0.106

Output
Total charge ... +1
HOMO energy ... -13.1 eV
LUMO level ... -6.42 eV
Frontier orbital gap ... 6.71 eV

Taking the most stable structure as the zero point, the relative energies in eV are version A 0.000; version B 1.834.

Version A
ORCA calculation (ωB97M-V with the def2-TZVPD basis set) on the molecule C4H6O2S2.

Each line ends with the Löwdin charge.
CARTESIAN COORDINATES (ANGSTROEM)
1 C 2.95315 -0.87707 0.21770  -0.207
2 C 1.58703 -0.33215 -0.12595  -1.154
3 S 0.97037 -0.32216 -1.63121  0.712
4 S 0.77665 0.23923 1.31366  0.949
5 C -0.81843 0.79242 0.70860  -0.508
6 O -1.65725 -0.33996 0.49321  -0.108
7 C -2.77684 -0.06931 -0.18991  -0.350
8 O -3.12454 1.02465 -0.54924  0.077
9 H 3.53754 -1.08330 -0.68869  0.070
10 H 3.53509 -0.14287 0.83437  0.086
11 H 2.83514 -1.79509 0.82487  0.086
12 H -0.68168 1.35103 -0.24774  0.079
13 H -1.25912 1.46626 1.48057  0.110
14 H -3.33451 -1.02996 -0.33698  0.159

Output
Total charge ... 0
SMILES ... CC(=S)SCOC=O
HOMO energy ... -8.9 eV
LUMO level ... -0.26 eV
Frontier orbital gap ... 8.65 eV

Version B
ORCA calculation (ωB97M-V with the def2-TZVPD basis set) on a cluster of 3 separate species, C4H6O2S2 in total.

Each line ends with the Löwdin charge.
CARTESIAN COORDINATES (ANGSTROEM)
1 C -0.49359 1.79411 0.18444  -0.398
2 C 1.63213 2.12503 -1.18921  -0.062
3 C -1.32523 -0.17267 2.01718  -0.349
4 C 1.42601 -1.76645 -1.37089  -0.294
5 O -0.87774 -1.53834 -2.57215  -0.584
6 O 1.77669 3.23026 -0.94603  -0.008
7 S -0.07626 0.43559 0.87991  0.836
8 S -0.00624 -2.46591 -1.82798  0.849
9 H -1.92960 -0.80523 1.49981  -0.002
10 H -1.84562 0.61659 2.42978  0.009
11 H -0.80607 -0.62769 2.92583  0.073
12 H -1.26977 2.40692 0.55569  -0.032
13 H 1.71690 -0.72303 -1.46016  0.003
14 H 2.07838 -2.50917 -1.12622  -0.041

Output
Total charge ... 0
HOMO energy ... -8.4 eV
LUMO level ... -0.30 eV
Frontier orbital gap ... 8.14 eV

Taking the most stable structure as the zero point, the relative energies in eV are version A 0.000; version B 5.029.